The following is a quantum chemistry calculation of a cluster of 2 separate species, C3H8O4P in total at a distorted geometry, from the Open Molecules 2025 dataset.

Geometry (Å):
1 H -2.3469 -1.6831 -0.2044
2 H 1.4048 0.6579 -1.1665
3 C 2.1739 0.0730 -0.6119
4 H 1.0070 0.7259 1.1654
5 H 3.1676 0.4189 -0.9232
6 H -0.7755 -2.3381 -0.1974
7 H -0.8570 -1.2325 -1.3316
8 H 1.9510 -0.9555 -0.7769
9 O -2.9823 0.8944 0.0012
10 C -1.2441 -1.4481 -0.2745
11 H -3.2831 1.4801 -0.7112
12 P -1.2419 1.1405 0.3316
13 O -0.9079 -0.5362 0.7012
14 O 3.0445 0.4412 1.5294
15 C 2.0427 0.5468 0.8396
16 O -1.1526 1.8147 1.6293

gap between HOMO and LUMO: 7.41 eV
DFT total energy: -761.489220 hartree
energy above the lowest of the compared OMol25 structures with the same formula, charge and spin: 55.1 kcal per mole
net charge: -1

The following is a quantum chemistry calculation of an isolated molecule of C10H18N2O5 at a distorted geometry, from the Open Molecules 2025 dataset.

Geometry (Å):
1 H 3.0593 2.8238 -1.0173
2 C 1.7572 0.0030 0.6758
3 O -1.2168 1.7833 -0.3880
4 H 3.4944 -1.2375 1.4445
5 H 2.1100 2.7510 0.5674
6 O -3.2760 -0.0434 1.4519
7 O -3.3855 1.7979 -0.6868
8 H -4.2719 -0.3324 -1.3678
9 C 1.2220 -1.3584 0.1230
10 H -1.5172 2.7116 -0.3182
11 C -2.2477 -0.3117 -1.0930
12 H 3.9981 2.3077 0.3391
13 C -3.5463 -0.8989 -0.7409
14 C -4.0331 -0.5050 0.6209
15 C 2.8321 2.2338 -0.1145
16 N -1.1727 -0.8418 -0.3444
17 O 0.2441 -1.0438 -2.0788
18 H 3.4848 0.6165 2.0621
19 H 3.4095 0.4196 -0.7819
20 C 2.7784 -0.3411 1.7543
21 H 2.9903 -2.4894 0.2760
22 C 0.0707 -1.1228 -0.8596
23 C 2.4322 0.8350 -0.4310
24 H -3.5694 -1.9465 -0.8541
25 C -2.3445 1.1893 -0.7086
26 N 2.2068 -2.2119 -0.5217
27 H -5.6324 -0.2366 1.6465
28 H 1.0160 0.5876 1.1423
29 H 2.2235 -0.7950 2.6548
30 H 1.7352 0.8233 -1.2957
31 O -5.3540 -0.6871 0.7895
32 H 0.7663 -2.0012 0.9331
33 H -1.0527 -0.5327 0.6311
34 H -1.8481 -0.3363 -2.1539
35 H 2.6374 -1.6099 -1.3558

gap between HOMO and LUMO: 9.94 eV
DFT total energy: -877.542102 hartree
energy above the lowest of the compared OMol25 structures with the same formula, charge and spin: 61.2 kcal per mole
net charge: 0
SMILES: CC[C@H](C)[C@H](N)C(=O)N[C@@H](CC(=O)O)C(=O)O

The following is a quantum chemistry calculation of a cluster of 15 separate species, C40H120N10O15 in total at a distorted geometry, from the Open Molecules 2025 dataset.

Geometry (Å):
1 O -2.7518 0.3565 3.4159
2 H -4.8335 6.6626 -0.6442
3 H -0.3081 -0.5018 6.4945
4 H 2.9944 -7.5622 -4.5441
5 H 1.1931 -5.7579 -1.9456
6 H 3.7860 -5.4247 -0.5813
7 H 2.4265 -4.7833 1.2184
8 H 1.9388 -8.1336 5.8037
9 H 2.9483 -7.7163 -0.4727
10 H -0.8224 -2.7151 -6.2093
11 O -6.0239 -3.8084 -0.4560
12 N -4.2060 5.9528 -0.2941
13 H -6.7135 5.4228 -1.3522
14 C -3.9611 -3.8201 0.9339
15 C -5.3008 -3.1094 0.5730
16 H 1.1776 -0.6060 3.1037
17 O -2.6128 3.7735 3.4590
18 H 4.9377 7.7712 2.8909
19 H -3.0331 2.9119 -4.2305
20 H -3.2772 6.1653 -0.6290
21 H -1.9664 -0.9892 -7.4242
22 H -2.7399 2.8476 3.6660
23 H 2.9244 6.6358 3.8029
24 H -0.6134 4.3663 -2.8139
25 H -4.1779 4.0222 -0.0874
26 H 2.3646 6.5957 -6.9114
27 H -0.1721 5.6848 0.8600
28 O -0.3574 -0.7691 4.3821
29 N 2.6780 1.2316 4.6089
30 H -1.3952 6.4626 1.7343
31 H 0.5322 -4.6960 2.7758
32 C -1.4614 -2.0499 -5.6286
33 O -4.4371 3.0649 -2.6334
34 H 0.8825 7.3750 -7.5132
35 N 0.6666 6.5027 -2.6516
36 H 0.2629 0.4505 -0.3785
37 H 3.3876 -6.2589 5.8511
38 H 1.5707 -3.3646 2.8008
39 H 1.5583 -6.5604 -4.3296
40 H 4.7515 -0.0062 -2.8342
41 H -0.3681 -1.7373 1.8760
42 H 0.6473 -1.8727 0.3569
43 N -2.7162 1.6001 0.8868
44 H 4.1125 -0.4128 1.2936
45 C 2.8769 7.3388 2.9712
46 C -6.1784 4.6559 -0.7923
47 C 3.2935 -6.9728 5.0328
48 H -0.7373 -2.8795 0.5867
49 C 1.8554 5.9433 -4.6714
50 H 1.0558 -2.5081 -2.5873
51 C 4.5679 -2.1472 -0.8122
52 O 3.4932 -1.8900 0.0246
53 H 2.8252 -8.8628 4.7162
54 H 4.8089 -7.8611 3.6547
55 C -3.1974 -3.0173 1.9752
56 H -0.4256 1.8676 3.4606
57 H 3.3736 9.1670 4.0682
58 H 5.8150 -0.4288 -0.1434
59 H 2.1826 5.8408 1.6397
60 H 1.1068 1.9347 2.6546
61 H 4.9371 -6.2235 3.7786
62 O -1.1910 -0.8431 0.1978
63 H -6.3917 3.6477 -1.1475
64 H -4.6807 3.3279 -4.7623
65 C -1.5504 1.6201 0.0662
66 H 4.5122 -2.0801 1.8531
67 H 2.3409 5.0913 -5.1474
68 C 1.1636 5.3899 -3.4164
69 H -1.7402 -1.6655 -3.5392
70 H 5.4945 1.1616 -1.6493
71 H -4.8925 -2.1904 0.1525
72 H -1.8790 -0.7577 5.7569
73 H -2.1746 0.1227 -6.0557
74 H -4.2263 -4.7490 1.4387
75 H -2.4346 -1.0550 -0.9160
76 H 1.8147 -0.9303 -2.7405
77 H 7.4806 -1.3859 -0.9582
78 C 1.0017 -0.4980 4.1740
79 C 1.8715 6.8453 1.9264
80 H -0.6184 4.8899 -4.4973
81 H 0.9951 1.0196 5.6107
82 O 0.5074 6.8216 2.4506
83 C 2.1642 -6.4623 4.1129
84 H -7.8155 -4.3348 0.3870
85 C 5.4667 -0.8963 -1.0644
86 C 1.5531 7.2784 -6.6594
87 N 2.9017 -8.2737 5.5330
88 H 0.8363 -3.9403 4.2901
89 C -4.6416 4.6662 -0.8347
90 H -3.5089 1.4460 0.2802
91 H 0.3595 7.1466 -3.3667
92 H -0.0551 3.1244 -0.3406
93 C 2.2615 -5.5509 -2.0065
94 H -3.8406 -0.5818 -1.2178
95 H 7.1722 -0.4427 -2.1767
96 H -1.5675 3.7992 -0.0243
97 O -0.8921 -5.6197 0.7608
98 H -3.4423 -1.9804 -5.4244
99 C -6.9131 -4.7978 -0.0123
100 N -2.7403 -2.6523 -5.6998
101 H 2.3081 -4.5084 -2.3212
102 H -3.1619 4.7499 -2.4393
103 C -0.9194 2.9889 0.3096
104 C 0.0107 4.4987 -3.6977
105 H 2.8426 -1.4504 1.9594
106 C -0.8317 -1.0573 5.7164
107 H -1.4454 -4.9829 0.3084
108 H -4.3640 1.7781 -4.1223
109 N -3.1469 -3.9734 -0.2312
110 H 4.3968 6.5352 2.1404
111 H 2.8131 -6.9653 1.1530
112 C 0.8616 -1.4562 -2.7970
113 O 2.4189 -5.1704 3.4859
114 N 6.7862 -1.2296 -1.6748
115 O 3.0211 -6.4301 -2.7705
116 H -4.9277 1.7861 -1.5600
117 C 2.7158 -5.6312 -0.5801
118 H 0.3782 3.5609 -4.1143
119 H 3.8797 0.4682 -1.4030
120 H 4.2459 -2.4824 -1.7981
121 C 4.6897 -7.0801 4.4056
122 C 0.6402 2.0130 3.6365
123 H -2.7983 0.4721 2.4669
124 C -4.1927 4.4304 -2.2861
125 H -0.0292 -5.2067 0.7945
126 H 1.8235 4.8622 -2.7277
127 C 1.3326 -4.2606 3.3741
128 H 1.9232 -7.1818 3.3304
129 N 4.1606 7.5034 2.3040
130 H 3.1765 -5.8768 -4.7158
131 C -0.9373 -1.9870 -4.2026
132 H -0.7112 -3.0236 -3.9525
133 H 2.5652 9.4877 2.6346
134 H -0.2889 7.4566 0.7451
135 H 1.2451 -6.3375 4.6854
136 H -4.8237 5.1101 -2.8587
137 H -0.1563 0.6062 1.3067
138 H 2.0140 8.2391 -6.4297
139 O -3.2102 -1.2686 -1.4347
140 H -7.2110 -5.4105 -0.8632
141 H -3.0065 -2.7410 -6.6700
142 H -0.5870 -0.2836 -6.6442
143 H 0.1494 -1.1417 -2.0341
144 H -2.2774 -3.4900 2.3189
145 C -4.0935 2.8261 -3.9931
146 H -0.5818 3.1577 1.3322
147 H -0.6663 -2.0869 6.0335
148 H 5.0586 -3.0180 -0.3774
149 H 2.5924 -3.7033 0.0642
150 C 2.4413 -6.9615 0.1284
151 H 3.2161 0.4793 5.0144
152 H 5.3579 -7.2047 5.2578
153 O 0.2926 -1.2973 -4.1110
154 C 2.6293 -6.6199 -4.1357
155 H 1.7032 -1.2218 4.5889
156 H -3.7979 -2.8718 2.8732
157 H -2.8955 2.5284 1.2422
158 C 3.7656 -1.4425 1.3797
159 H -3.0345 -1.9929 1.6401
160 H 1.4116 6.9499 -2.1367
161 H -1.8719 0.0139 3.5731
162 H 2.7548 6.4823 -4.3737
163 H 1.9459 7.3536 0.9650
164 H 1.6210 8.7625 4.0229
165 H 2.6776 2.0000 5.2644
166 H -5.7984 1.0326 -0.5771
167 O -4.9509 0.9957 -1.0206
168 H 0.7277 3.0249 4.0321
169 H -5.9502 -2.8384 1.4055
170 H -3.8792 -4.3665 -0.8049
171 H 1.3728 -7.1456 0.2402
172 H -3.0307 -3.0762 -0.6802
173 H -1.8535 1.5311 -0.9771
174 H -6.5259 4.7004 0.2399
175 N 2.1123 -4.5643 0.2838
176 H -6.4948 -5.4898 0.7187
177 C -0.5794 0.4567 0.3133
178 H -2.1765 4.1342 4.2308
179 C -0.3504 -1.8821 0.7958
180 C -0.3616 6.6019 1.4177
181 C 2.5554 8.7782 3.4620
182 O 0.8876 6.6962 -5.5104
183 C 1.2464 0.9160 4.5552
184 C -1.5757 -0.6988 -6.4489
185 C 4.8804 0.2719 -1.7881

gap between HOMO and LUMO: 8.94 eV
DFT total energy: -3271.884262 hartree
energy above the lowest of the compared OMol25 structures with the same formula, charge and spin: 64.0 kcal per mole
net charge: 0

The following is a quantum chemistry calculation of an isolated molecule of C3H8N2O2 at a distorted geometry, from the Open Molecules 2025 dataset.

Geometry (Å):
1 C 1.2569 1.5975 -0.0574
2 C -0.5087 -1.1203 -0.5238
3 C -0.8239 0.1321 0.2431
4 H -1.1298 -2.9657 -0.3502
5 H 1.2094 1.8732 1.0841
6 H -1.9378 0.2142 0.1830
7 H 1.7974 2.3523 -0.6618
8 H 2.1663 0.0675 0.7809
9 H -0.3996 1.4415 -1.2746
10 N -0.2790 1.4396 -0.2651
11 O 1.8545 0.3610 -0.1472
12 H -1.4567 -1.9029 1.1488
13 H -0.5325 0.0124 1.2268
14 O -0.3270 -1.3137 -1.6697
15 N -0.8896 -2.1888 0.2830

gap between HOMO and LUMO: 9.86 eV
DFT total energy: -379.059714 hartree
energy above the lowest of the compared OMol25 structures with the same formula, charge and spin: 51.0 kcal per mole
net charge: 0
SMILES: NC(=O)CNCO

Question: energy above the lowest of the compared OMol25 structures with the same formula, charge and spin of number 1 (C3H8O4P)?
Answer: 55.1 kcal per mole

Question: energy above the lowest of the compared OMol25 structures with the same formula, charge and spin of number 2 (C10H18N2O5)?
Answer: 61.2 kcal per mole

Question: What is the formula in the third record?
Answer: C40H120N10O15

Question: Which of these has the lowest gap between HOMO and LUMO?
Answer: C3H8O4P